Entry 1:
Here is CHFI2 as an isolated structure at a distorted geometry from the Open Molecules 2025 dataset. Energies are from the ωB97M-V functional and the def2-TZVPD basis.

Last column: Löwdin charge in e.
Element x y z (Å)
C -0.01067 0.38057 -0.10917  -0.888
F -0.21218 1.00899 1.02842  -0.096
I 1.29409 -1.92333 0.82651  0.143
I -1.75541 -0.35473 -0.98789  0.816
H 0.68417 0.88850 -0.75787  0.025

The orbital gap (spin up / spin down) is 7.179 / 7.310 eV. Its largest force on an atom is 2.3 eV/A. Its LUMO energy (spin up / spin down) is -2.0 / -1.9 eV. The calculation puts the HOMO energy (spin up / spin down) at -9.197 / -9.231 eV. As for the multiplicity: 1. For the total energy, the calculation gives -19970.047 eV.

Entry 2:
Here is one molecule with the formula CHFINO2 at a distorted geometry from the Open Molecules 2025 dataset. Energies are from the ωB97M-V functional and the def2-TZVPD basis.

Last column: Löwdin charge in e.
Element x y z (Å)
C 0.08999 0.62603 -0.17622  -0.660
N -0.42798 -0.95146 0.19392  -0.397
O 0.17714 -1.38751 1.13381  0.021
O -1.30538 -1.28631 -0.51504  0.126
F -0.27735 1.02690 -1.39629  -0.005
I 2.15959 0.83631 0.26809  0.896
H -0.41602 1.13604 0.49172  0.020

The orbital gap is 10.051 eV. Its largest force on an atom is 5.3 eV/A. Its LUMO energy is -0.2 eV. The calculation puts the HOMO energy at -10.240 eV. As for the multiplicity: 1. As for the SMILES: O=[N+]([O-])[C@H](F)I. For the total energy, the calculation gives -17452.242 eV.

Entry 3:
Here is a 2-piece molecular cluster, CHFN2OS overall at a distorted geometry from the Open Molecules 2025 dataset. Energies are from the ωB97M-V functional and the def2-TZVPD basis.

Last column: Löwdin charge in e.
Element x y z (Å)
C -1.42404 2.36674 -0.40380  -0.283
N -1.60911 3.46699 -0.16991  0.159
N -0.06427 0.22050 0.25775  -0.152
O -1.21761 0.29813 -2.08757  -0.251
F 0.87010 2.40106 -1.76274  -0.415
S -0.55717 0.87568 -0.97532  0.853
H 0.91317 0.04587 0.52885  0.089

The orbital gap (spin up / spin down) is 9.690 / 9.689 eV. Its largest force on an atom is 3.9 eV/A. Its LUMO energy (spin up / spin down) is -2.8 / -2.8 eV. The calculation puts the HOMO energy (spin up / spin down) at -12.529 / -12.528 eV. As for the multiplicity: 1. For the total energy, the calculation gives -19628.162 eV.